The following is a quantum chemistry calculation of C17H26GeN3O7STa as an isolated structure in a non-equilibrium geometry, from OMol25.

Computed properties:
- LUMO energy (alpha / beta) (eV) = 2.52 / 2.51
- 2S+1 = 2
- net charge = -1
- ΔE to the lowest compared entry with this formula, charge and spin (kcal per mole) = 89.76
- largest force on an atom (Eh/bohr) = 0.0257
- E (eV) = -105756.4816
- HOMO-LUMO gap (alpha / beta) (eV) = 5.51 / 6.41
- highest occupied orbital energy (alpha / beta) (eV) = -3.00 / -3.90

The geometry in XYZ format:
```
56
C17H26GeN3O7STa ωB97M-V/def2-TZVPD
Ta 0.52 0.14 -0.10
O 1.10 5.72 1.48
C 0.82 4.40 1.69
O 1.66 3.61 2.02
C -0.66 4.16 1.50
O -1.07 2.84 1.41
C -1.10 2.11 2.62
C 0.08 1.18 2.86
O 0.37 0.83 3.98
O 0.68 0.76 1.77
H 2.05 5.79 1.59
H -0.97 4.66 0.58
H -1.15 4.70 2.33
H -1.96 1.43 2.54
H -1.23 2.76 3.48
O -1.20 -0.75 1.21
N -1.59 -1.99 1.50
C -1.36 -2.36 2.79
C -1.71 -3.59 3.27
C -2.33 -4.48 2.39
C -2.56 -4.10 1.10
C -2.19 -2.82 0.58
S -2.48 -2.35 -1.01
H -0.87 -1.59 3.36
H -1.49 -3.84 4.30
H -2.64 -5.47 2.72
H -3.05 -4.76 0.40
N 4.22 -2.68 0.36
C 3.38 -3.73 0.65
C 2.17 -3.17 0.91
N 2.25 -1.80 0.79
C 3.48 -1.54 0.45
H 5.19 -2.74 0.11
H 3.72 -4.75 0.65
H 1.24 -3.66 1.18
H 3.89 -0.56 0.26
C 0.85 -2.31 -2.19
O 0.61 -1.15 -1.46
H 1.30 -2.04 -3.14
H -0.10 -2.83 -2.35
H 1.52 -2.97 -1.64
C -0.23 3.59 -3.60
Ge -0.37 1.80 -2.79
C 0.02 0.57 -4.27
C -2.27 1.51 -2.38
C 0.83 1.68 -1.29
H -0.86 3.67 -4.49
H 0.81 3.77 -3.88
H -0.53 4.37 -2.89
H -0.45 0.94 -5.18
H -0.36 -0.43 -4.06
H 1.10 0.50 -4.43
H -2.88 1.63 -3.28
H -2.61 2.20 -1.61
H -2.40 0.50 -2.00
H 0.84 2.66 -0.78
```